[1]
The following is a DFT calculation (ωB97M-V/def2-TZVPD) of C41H47N8O2RhS3 as an isolated structure in a non-equilibrium geometry.

## Properties
expectation value of S² = 6.05
total charge = +2
spin multiplicity = 5
relative energy (zero: lowest compared OMol25 entry of this formula, charge and spin) = 32.55 kJ/mol
frontier orbital gap (spin up / spin down) = 7.9 / 5.3 eV
max |F| = 1.7 eV Å⁻¹

The geometry in XYZ format:
```
102
C41H47N8O2RhS3 | the OMol25 dataset | ωB97M-V/def2-TZVPD
Rh 0.0721 -0.1460 -0.0292
C 2.0243 0.4984 2.6929
N 1.9375 0.2905 1.2764
C 3.0252 0.2207 0.5795
C 2.9847 -0.2109 -0.7575
C 4.0076 -0.2756 -1.7398
C 3.3966 -0.6871 -2.9033
C 2.0319 -0.8800 -2.5946
N 1.7939 -0.6145 -1.3108
C 2.2786 -0.8299 3.3947
C 1.4779 -1.2406 4.4508
C 1.7266 -2.4424 5.0949
C 2.7809 -3.2459 4.6941
C 3.5974 -2.8306 3.6553
C 3.3398 -1.6372 3.0043
H 1.0898 0.9322 3.0541
H 2.8500 1.1811 2.9385
H 3.9887 0.5013 1.0067
H 5.0443 -0.0553 -1.5784
H 3.8565 -0.8429 -3.8580
H 1.2517 -1.2203 -3.2509
H 0.6760 -0.6038 4.7962
H 1.1032 -2.7483 5.9204
H 2.9691 -4.1840 5.1902
H 4.4414 -3.4296 3.3515
H 3.9867 -1.3442 2.1917
C -0.7124 3.5454 0.5898
C -1.3891 2.5330 1.4261
N -1.1419 1.2582 1.3955
C -1.8400 0.5577 2.3502
C -2.6782 1.3378 3.0932
S -2.5715 2.9800 2.6140
C -1.5315 -0.8487 2.5293
C -2.0050 -1.7231 3.4657
S -1.2367 -3.2490 3.3273
C -0.2959 -2.6331 2.0083
N -0.5803 -1.3994 1.7164
C 0.7539 -3.4120 1.3129
H 0.0457 3.0579 -0.0193
H -0.2414 4.2941 1.2251
H -1.4221 4.0644 -0.0537
H -3.3173 1.0344 3.8955
H -2.7315 -1.5394 4.2294
H 0.4144 -4.4172 1.0718
H 1.6339 -3.4987 1.9531
H 1.0517 -2.8895 0.3997
C -5.4899 0.2300 -5.1623
C -4.2811 0.5686 -6.0304
N -3.0310 0.6010 -5.2851
C -2.1091 -0.5030 -5.4395
C -2.6601 -1.8198 -4.8902
C -2.7831 1.6893 -4.5318
O -3.5931 2.5737 -4.3363
C -1.4363 1.7930 -3.8567
C -0.3926 2.5558 -4.3691
C 0.7449 2.7183 -3.5939
C 0.8072 2.1167 -2.3484
N -0.1900 1.3815 -1.8579
C -1.2901 1.2513 -2.5870
H -6.3688 0.1684 -5.7962
H -5.6489 1.0158 -4.4286
H -5.3640 -0.7232 -4.6551
H -4.4414 1.5610 -6.4613
H -4.1681 -0.1547 -6.8377
H -1.1859 -0.2581 -4.9115
H -1.8836 -0.6305 -6.5030
H -2.8964 -1.7296 -3.8314
H -1.9090 -2.5997 -4.9998
H -3.5515 -2.1264 -5.4307
H -0.4587 2.9950 -5.3519
H 1.5757 3.3075 -3.9468
H 1.6918 2.2215 -1.7340
H -2.0889 0.6664 -2.1643
C -5.2474 1.6207 0.3471
C -4.2213 1.2048 -0.6980
C -4.6165 -0.1027 -1.3881
N -4.4805 -1.2381 -0.5006
C -3.3712 -1.9379 -0.3181
S -1.9162 -1.5513 -1.1132
N -3.3653 -3.0230 0.4942
C -4.3965 -3.6360 1.2709
O -4.0708 -4.1661 2.2986
C -5.7504 -3.5904 0.6980
C -6.8530 -3.4746 1.5462
C -8.1292 -3.4171 1.0152
C -8.3178 -3.5064 -0.3556
C -7.2284 -3.6624 -1.2005
C -5.9496 -3.7131 -0.6825
H -4.9393 2.5406 0.8363
H -5.3681 0.8501 1.1055
H -6.2122 1.8025 -0.1185
H -3.2414 1.0706 -0.2325
H -4.1295 1.9864 -1.4519
H -3.9936 -0.2700 -2.2695
H -5.6572 -0.0528 -1.7062
H -5.3231 -1.5622 -0.0376
H -2.4448 -3.3963 0.7022
H -6.6932 -3.4195 2.6116
H -8.9812 -3.2936 1.6655
H -9.3140 -3.4653 -0.7681
H -7.3759 -3.7399 -2.2654
H -5.1034 -3.8704 -1.3339
```

***

[2]
The following is a DFT calculation (ωB97M-V/def2-TZVPD) of C41H48AsBiN3O5PS5 as an isolated structure in a non-equilibrium geometry.

## Properties
total charge = +2
relative energy (zero: lowest compared OMol25 entry of this formula, charge and spin) = 442.84 kJ/mol
frontier orbital gap = 6.5 eV
max |F| = 1.4 eV Å⁻¹

The geometry in XYZ format:
```
105
C41H48AsBiN3O5PS5 | the OMol25 dataset | ωB97M-V/def2-TZVPD
Bi -1.0466 -0.4478 0.7921
C -3.7171 -2.9407 0.4835
C -3.1035 -3.7321 1.6279
S -1.8249 -2.8395 2.5665
C -0.4864 -4.0639 2.6110
C 0.0862 -4.5497 1.2822
S 0.5953 -3.2267 0.1482
C -0.2244 -3.6971 -1.3923
C -1.7396 -3.8600 -1.3466
S -2.6274 -2.3559 -0.8495
H -4.1854 -2.0268 0.8490
H -4.5051 -3.5410 0.0255
H -2.6715 -4.6709 1.2831
H -3.8995 -3.9882 2.3276
H -0.8549 -4.9225 3.1748
H 0.2912 -3.5939 3.2165
H -0.6235 -5.1936 0.7666
H 0.9641 -5.1607 1.4961
H 0.2281 -4.6130 -1.7770
H 0.0281 -2.8846 -2.0785
H -2.0502 -4.6761 -0.6972
H -2.0747 -4.1044 -2.3556
C 6.8332 0.9049 2.2228
C 6.3327 1.7125 1.2057
C 5.0815 1.4559 0.6749
C 4.3147 0.3932 1.1580
C 4.8232 -0.4072 2.1755
C 6.0811 -0.1517 2.7084
P 2.6621 0.0194 0.5077
C 2.8828 0.0042 -1.2987
C 1.8334 0.3835 -2.1346
C 1.9877 0.3438 -3.5127
C 3.1798 -0.1015 -4.0659
C 4.2090 -0.5281 -3.2393
C 4.0638 -0.4766 -1.8620
C 1.8283 1.6374 0.7457
C 1.7032 1.9173 2.2572
C 2.0647 3.1279 2.7588
C 2.2733 4.2841 1.9368
C 2.1217 4.2051 0.6042
C 1.6061 2.9564 -0.0101
H 7.8169 1.1000 2.6287
H 6.9262 2.5324 0.8237
H 4.7014 2.0779 -0.1283
H 4.2383 -1.2412 2.5472
H 6.4760 -0.7824 3.4937
H 0.8745 0.7009 -1.7340
H 1.1662 0.6589 -4.1408
H 3.3087 -0.1189 -5.1410
H 5.1340 -0.8921 -3.6668
H 4.8796 -0.7975 -1.2266
H 1.7534 1.0488 2.9031
H 2.2262 3.2179 3.8269
H 2.5757 5.2127 2.4001
H 2.2534 5.0782 -0.0217
H 1.7022 2.9035 -1.0900
C 0.5427 -2.9043 -5.5366
As -0.9768 -1.7205 -5.4724
C -0.6420 -0.3858 -6.8176
C -2.4529 -2.7575 -6.1436
S -1.3290 -0.9171 -3.5728
H 0.8227 -3.0975 -6.5715
H 0.2798 -3.8443 -5.0538
H 1.3710 -2.4370 -5.0066
H -0.5861 -0.8573 -7.7977
H 0.2989 0.1150 -6.5964
H -1.4525 0.3398 -6.7992
H -2.2970 -3.0022 -7.1932
H -3.3648 -2.1759 -6.0271
H -2.5310 -3.6742 -5.5620
C -0.4262 3.2739 6.6768
C -0.3978 1.9814 5.9375
C 0.3755 0.8970 6.2671
C 0.2985 -0.2488 5.4639
N -0.4880 -0.3159 4.3878
C -1.2550 0.7245 4.0887
S -2.4133 0.7311 2.8276
N -1.1808 1.8605 4.8427
C 1.0980 -1.4667 5.7825
H -0.1766 3.1164 7.7232
H -1.4054 3.7470 6.6143
H 0.3115 3.9584 6.2531
H 1.0200 0.9304 7.1327
H -1.7951 2.6207 4.5748
H 1.3771 -1.5032 6.8329
H 2.0164 -1.4601 5.1892
H 0.5314 -2.3556 5.5136
O 0.1859 2.8723 0.3774
C 0.3785 1.7175 1.0495
O -1.6696 0.9763 -0.8662
C -2.9145 0.9545 -0.5919
O -3.3267 0.1245 0.2665
C -3.8299 1.8969 -1.2639
C -3.4785 2.4068 -2.5112
C -4.3137 3.3166 -3.1356
C -5.4656 3.7036 -2.4744
C -5.8322 3.2160 -1.2340
C -5.0025 2.2881 -0.6274
N -6.3542 4.6962 -3.1311
O -7.3004 5.0991 -2.4906
O -6.0676 5.0327 -4.2597
H -2.5645 2.0753 -2.9854
H -4.0890 3.7290 -4.1072
H -6.7441 3.5606 -0.7707
H -5.2580 1.8713 0.3372
```

***

[3]
The following is a DFT calculation (ωB97M-V/def2-TZVPD) of C41H48AsBrN3O4PS4Tc as an isolated structure in a non-equilibrium geometry.

## Properties
total charge = -1
relative energy (zero: lowest compared OMol25 entry of this formula, charge and spin) = 199.41 kJ/mol
frontier orbital gap = 6.2 eV
max |F| = 3.9 eV Å⁻¹

The geometry in XYZ format:
```
104
C41H48AsBrN3O4PS4Tc | the OMol25 dataset | ωB97M-V/def2-TZVPD
Tc -0.8879 -0.2101 0.0258
C 3.7934 -1.6289 2.1301
C 2.3765 -1.8030 1.5677
C 1.6242 -2.8405 2.4014
P 1.3963 -0.2576 1.2420
C 2.7263 1.0362 0.9552
C 2.1246 2.4249 0.8004
C 3.7538 0.8247 -0.1552
C 0.8034 0.4096 2.8227
C 1.5405 0.3793 4.0035
C 1.1610 1.0767 5.1375
C 1.9449 0.9892 6.4178
C 0.0194 1.8714 5.0388
C -0.7266 1.9311 3.8821
C -0.3771 1.1686 2.7497
N -1.1125 1.1875 1.5930
C -2.2903 1.9869 1.6181
C -2.2904 3.2109 0.9374
C -0.9934 3.7749 0.4410
C -3.4649 3.9298 0.7991
C -4.6643 3.4775 1.3423
C -5.9449 4.2302 1.1132
C -4.6232 2.3356 2.1190
C -3.4493 1.5999 2.3113
C -3.4717 0.5285 3.3584
H 4.3078 -2.5851 2.0047
H 3.7959 -1.4123 3.1985
H 4.3893 -0.8754 1.6270
H 2.4639 -2.2010 0.5593
H 1.1602 -2.4055 3.2885
H 2.3335 -3.6027 2.7328
H 0.8511 -3.3277 1.8149
H 3.2427 0.9925 1.9236
H 1.5871 2.4835 -0.1454
H 2.9266 3.1667 0.7770
H 1.4458 2.6802 1.6130
H 3.3441 1.1231 -1.1145
H 4.0845 -0.2027 -0.2655
H 4.6263 1.4497 0.0646
H 2.4509 -0.2061 4.0429
H 2.8467 0.3928 6.2826
H 1.3554 0.5235 7.2104
H 2.2447 1.9778 6.7720
H -0.2956 2.4613 5.8933
H -1.5935 2.5760 3.8459
H -0.4221 3.0198 -0.0908
H -0.3798 4.1004 1.2844
H -1.1569 4.6352 -0.2075
H -3.4423 4.8720 0.2606
H -5.8725 5.2567 1.4773
H -6.7787 3.7468 1.6202
H -6.1807 4.2775 0.0486
H -5.5225 1.9955 2.6194
H -3.4926 1.0072 4.3411
H -2.6031 -0.1197 3.3214
H -4.3563 -0.0937 3.2682
S -5.0130 -2.3967 2.2227
As -3.3448 -2.5005 0.9942
S -1.3879 -1.8981 1.8181
S -3.1797 -0.4442 -0.2300
S -3.2558 -4.1571 -0.2490
O -3.0986 -1.1203 -1.6729
C -2.1038 -1.9011 -1.9162
N -0.9956 -1.8606 -1.2145
C -0.1797 -2.9513 -1.5353
O 0.8345 -3.2809 -0.9923
C -0.8397 -3.6335 -2.6965
C -0.4778 -4.7420 -3.4242
C -1.3629 -5.1686 -4.4128
C -2.5713 -4.5135 -4.6343
C -2.9368 -3.4028 -3.8790
C -2.0374 -2.9813 -2.9258
H 0.4537 -5.2553 -3.2328
H -1.1137 -6.0326 -5.0145
H -3.2415 -4.8848 -5.3978
H -3.8836 -2.9004 -4.0184
Br 7.8259 -2.9298 -3.5611
C 6.0382 -2.3474 -3.2549
C 5.3194 -2.8916 -2.2051
C 4.0218 -2.4544 -1.9836
C 3.4401 -1.4997 -2.8107
C 4.1777 -0.9895 -3.8721
C 5.4844 -1.3969 -4.0931
C 2.0062 -1.0378 -2.5787
O 1.2115 -1.2036 -3.5251
O 1.7580 -0.5528 -1.4505
H 5.7689 -3.6404 -1.5677
H 3.4436 -2.8684 -1.1719
H 3.7164 -0.2698 -4.5354
H 6.0627 -0.9903 -4.9108
C -1.4167 0.5032 -3.6785
C -1.1559 1.5110 -2.5516
C -2.3703 2.4303 -2.4112
C 0.1292 2.2881 -2.8760
N -0.8953 0.8279 -1.3077
H -1.4421 1.0625 -4.6139
H -2.3784 0.0061 -3.5378
H -0.6190 -0.2429 -3.7197
H -2.6374 2.7864 -3.4072
H -2.1750 3.2821 -1.7776
H -3.2179 1.8814 -2.0011
H 0.0088 2.7547 -3.8551
H 0.9727 1.6000 -2.9076
H 0.3299 3.0670 -2.1436
```

***

[4]
The following is a DFT calculation (ωB97M-V/def2-TZVPD) of C41H48AsHfN6OPS3 as an isolated structure in a non-equilibrium geometry.

## Properties
total charge = +2
relative energy (zero: lowest compared OMol25 entry of this formula, charge and spin) = 103.73 kJ/mol
frontier orbital gap = 6.3 eV
max |F| = 1.2 eV Å⁻¹

The geometry in XYZ format:
```
102
C41H48AsHfN6OPS3 | the OMol25 dataset | ωB97M-V/def2-TZVPD
Hf -1.3140 0.6475 -0.6377
N -1.6382 0.4468 1.9241
C -2.9819 0.0589 2.4292
C -3.8307 -0.4930 1.2895
N -3.6094 0.2958 0.0645
C -4.2761 1.6213 0.1099
C -3.3920 2.7148 0.7038
N -2.1121 2.7863 -0.0581
H -1.0018 -0.3012 2.1816
H -1.3047 1.2579 2.4380
H -3.4710 0.9221 2.8740
H -2.9042 -0.7006 3.2073
H -4.8831 -0.4843 1.5829
H -3.5470 -1.5239 1.0874
H -4.0372 -0.2139 -0.7058
H -5.2139 1.5636 0.6683
H -4.5113 1.9163 -0.9087
H -3.1781 2.5498 1.7567
H -3.9427 3.6523 0.6192
H -1.5151 3.4976 0.3572
H -2.4238 3.1782 -0.9693
N -0.9970 -1.7060 -3.9162
C -0.7103 -0.9961 -2.8515
O -1.3950 -1.1320 -1.7813
C 0.5052 -0.0993 -2.8741
C 0.3916 1.1600 -1.9639
H -1.8004 -2.3183 -3.9157
H -0.4934 -1.5929 -4.7808
H 0.7320 0.1604 -3.9089
H 1.3263 -0.7327 -2.5177
H 0.1353 2.0082 -2.6027
H 1.3802 1.3730 -1.5525
S -4.5583 5.8641 -5.5872
C -4.0731 4.7029 -4.5653
S -3.4930 3.0903 -5.0578
C -3.1822 2.6922 -3.3932
N -3.4374 3.6531 -2.5701
N -3.9497 4.7619 -3.2021
C -4.6023 5.7316 -2.3719
C -3.8829 6.3619 -1.3680
C -4.5208 7.2712 -0.5370
C -5.8655 7.5551 -0.7194
C -6.5809 6.9100 -1.7189
C -5.9558 5.9876 -2.5416
S -2.6233 1.1132 -2.9257
H -2.8198 6.1747 -1.2679
H -3.9644 7.7723 0.2441
H -6.3542 8.2893 -0.0934
H -7.6316 7.1223 -1.8624
H -6.5105 5.4767 -3.3155
C 2.2821 -1.8413 -0.0768
C 1.9538 -3.1299 -0.8113
As 3.5365 -4.3441 -1.0645
C 3.9362 -4.4986 0.8501
C 4.5947 -3.5338 1.6114
C 4.8289 -3.7423 2.9638
C 4.4181 -4.9221 3.5694
C 3.7685 -5.8928 2.8205
C 3.5300 -5.6791 1.4705
C 4.8662 -3.0183 -1.6042
C 4.5603 -2.0222 -2.5284
C 5.5441 -1.1685 -3.0051
C 6.8546 -1.3134 -2.5747
C 7.1779 -2.3207 -1.6771
C 6.1916 -3.1720 -1.2024
P 0.7879 -0.9612 0.5803
C 0.1073 -2.3072 1.6145
C 0.8433 -2.9231 2.6272
C 0.3096 -4.0041 3.3098
C -0.9572 -4.4781 2.9917
C -1.6824 -3.8946 1.9628
C -1.1446 -2.8204 1.2695
C 1.5817 0.2001 1.7601
C 2.4593 1.1378 1.2085
C 3.0945 2.0733 2.0094
C 2.8498 2.0960 3.3752
C 1.9821 1.1689 3.9335
C 1.3485 0.2261 3.1353
H 2.8568 -1.1664 -0.7137
H 2.8811 -2.0446 0.8117
H 1.5001 -2.9430 -1.7889
H 1.2506 -3.7394 -0.2415
H 4.9611 -2.6259 1.1462
H 5.3501 -2.9890 3.5410
H 4.6284 -5.0950 4.6168
H 3.4685 -6.8254 3.2807
H 3.0369 -6.4444 0.8808
H 3.5436 -1.9291 -2.9017
H 5.2927 -0.4006 -3.7259
H 7.6255 -0.6582 -2.9578
H 8.2026 -2.4482 -1.3538
H 6.4549 -3.9671 -0.5146
H 1.8412 -2.5744 2.8682
H 0.8950 -4.4928 4.0773
H -1.3716 -5.3169 3.5348
H -2.6499 -4.2961 1.6886
H -1.6645 -2.3964 0.4169
H 2.6731 1.1166 0.1460
H 3.7816 2.7812 1.5652
H 3.3387 2.8273 4.0042
H 1.7969 1.1732 4.9998
H 0.7028 -0.5061 3.6053
```